(1)
DFT (wB97M-V/def2-TZVPD) results for a 2-piece molecular cluster, C5H7N overall in a non-equilibrium geometry.

Maximum force   1.24 eV Å⁻¹
Multiplicity   1
LUMO level   0.036 Ha
Energy above the lowest of the compared OMol25 structures with the same formula, charge and spin   3.565 eV

XYZ file:
```
13
C5H7N | the OMol25 dataset | wB97M-V/def2-TZVPD
C -2.35032 -0.20093 -0.16417
C -0.88004 0.10650 -0.35568
C 0.00355 0.42611 0.81249
C 0.15118 -0.75973 0.30205
H -2.95646 0.68859 -0.33073
H -2.53470 -0.56777 0.84256
H -2.66592 -0.96931 -0.86889
H -0.65834 0.55332 -1.32494
H 0.27913 1.15520 1.53549
H 0.61099 -1.71625 0.29644
C 3.68098 0.44988 -0.25131
N 3.08870 -0.50381 -0.06633
H 4.23126 1.33821 -0.42696
```

---

(2)
DFT (wB97M-V/def2-TZVPD) results for a 4-piece molecular cluster, C3H16NO3S overall in a non-equilibrium geometry.

Maximum force   2.64 eV Å⁻¹
Multiplicity   2
Net charge   +2
Expectation value of S²   0.753
LUMO level (spin up / spin down)   -0.273 / -0.468 Ha
Energy above the lowest of the compared OMol25 structures with the same formula, charge and spin   0.525 eV

XYZ file:
```
24
C3H16NO3S | the OMol25 dataset | wB97M-V/def2-TZVPD
C -1.11230 0.16080 0.58214
C -1.43548 -1.30213 0.77235
C -1.08487 -1.77129 2.22137
S 0.75027 -1.52565 2.46581
N 0.06479 0.24066 -0.38566
H -1.86502 0.70044 -0.02025
H -0.72074 0.75290 1.50363
H -0.94078 -1.96279 0.07153
H -2.47877 -1.55225 0.37724
H -1.34478 -2.86018 2.16802
H -1.46948 -1.13812 3.07674
H 1.16087 -2.74195 2.07599
H -0.24503 -0.28710 -1.20295
H 0.33344 1.17327 -0.73039
H 0.85998 -0.17217 0.11509
H 2.09689 2.33831 0.03492
H 2.54730 1.78648 1.47045
O 1.82290 1.90472 0.85222
H -2.37594 -0.53974 -2.59560
H -1.15522 -0.99869 -3.54063
O -1.42493 -0.58858 -2.71207
H 2.13733 3.21048 -2.55729
H 3.40174 2.72205 -1.97774
O 2.47783 2.45053 -2.06491
```

---

(3)
DFT (wB97M-V/def2-TZVPD) results for a 4-piece molecular cluster, C45H42BrF9IN3O11 overall in a non-equilibrium geometry.

Maximum force   1.53 eV Å⁻¹
Multiplicity   1
LUMO level   -0.038 Ha

XYZ file:
```
112
C45H42BrF9IN3O11 | the OMol25 dataset | wB97M-V/def2-TZVPD
C 6.79927 -2.42652 2.09882
C 5.77436 -3.55420 2.04754
C 4.55066 -3.23169 2.90447
O 3.75755 -2.23080 2.26988
C 2.48358 -2.70512 1.87358
C 1.55449 -1.53812 1.68149
C 0.43914 -1.34144 2.50482
I 0.00197 -2.66576 4.08696
C -0.41003 -0.25622 2.25946
C -0.15584 0.62240 1.20367
C 0.95988 0.43963 0.37520
C 1.21464 1.36128 -0.79321
C 0.19093 1.26217 -1.89970
O 0.07547 2.05043 -2.75079
Br -0.98009 -0.31462 -1.95708
C 1.81164 -0.64425 0.62651
C 2.96760 -0.86943 -0.28726
C 4.21606 -0.31708 -0.03865
C 5.21127 -0.59073 -0.95735
C 4.92838 -1.38926 -2.04823
N 3.73614 -1.91654 -2.32808
C 2.79091 -1.63096 -1.42884
C -1.12657 1.74227 0.95999
O -0.74970 2.83870 0.63595
C -2.54530 1.38438 1.18141
C -2.79499 0.51175 2.23789
C -4.07298 0.05878 2.54606
C -5.13491 0.47020 1.74962
N -6.48687 0.05189 1.94496
C -7.01772 -0.59462 0.69676
C -6.62987 -0.89888 3.03015
C -6.24561 -2.34495 2.83008
O -7.04379 -0.53776 4.08202
C -4.88988 1.36835 0.70588
C -3.62065 1.83707 0.40282
C -3.43364 2.76474 -0.75201
C -3.12787 4.09979 -0.52241
C -2.94114 4.92532 -1.61749
C -3.06647 4.38838 -2.88901
C -3.40344 3.05167 -2.99580
N -3.59225 2.23047 -1.96373
C -1.64529 0.03758 3.05469
O -1.71887 -0.06749 4.24590
H 6.45547 -1.59627 1.49057
H 7.74172 -2.76112 1.67333
H 6.92379 -2.07867 3.11935
H 5.39637 -3.71083 1.03869
H 6.18344 -4.48959 2.42486
H 4.84124 -2.85973 3.88308
H 3.99602 -4.15871 3.06093
H 2.10443 -3.36416 2.64556
H 2.53043 -3.29386 0.95108
H 1.20652 2.39213 -0.46212
H 2.19071 1.17871 -1.22570
H 4.37943 0.29843 0.83044
H 6.20534 -0.19348 -0.83318
H 5.72754 -1.61435 -2.74174
H 1.80200 -2.03027 -1.62370
H -4.18566 -0.59446 3.39490
H -7.86168 -1.22428 0.93810
H -7.29220 0.16367 -0.02426
H -6.24321 -1.21357 0.24165
H -5.24089 -2.44510 2.42951
H -6.28519 -2.85619 3.78214
H -6.90994 -2.85743 2.14009
H -5.72739 1.69850 0.11087
H -3.02331 4.49150 0.47430
H -2.68030 5.96129 -1.46643
H -2.90035 5.01884 -3.74589
H -3.52196 2.62826 -3.98403
C 3.40736 -1.79561 9.55549
C 3.62164 -1.68599 8.06200
O 4.59689 -2.64490 7.60329
C 4.14920 -3.87351 7.39640
O 3.03221 -4.26816 7.54985
C 5.29041 -4.75392 6.85875
F 6.42321 -4.57117 7.54438
F 5.52598 -4.44336 5.57341
F 4.96706 -6.04048 6.92400
H 4.35528 -1.69532 10.08483
H 2.73015 -1.01320 9.89528
H 2.97941 -2.76187 9.82053
H 4.03261 -0.71272 7.80355
H 2.69126 -1.81291 7.51015
C -4.99983 0.21686 -4.95430
C -5.17539 -0.05928 -6.43097
O -6.56767 -0.21310 -6.77099
C -7.24742 0.90894 -6.95260
O -6.82881 2.02464 -6.86500
C -8.69674 0.57506 -7.34742
F -9.19914 -0.39518 -6.57548
F -8.73702 0.15939 -8.62055
F -9.47214 1.64760 -7.23133
H -5.47867 -0.56171 -4.35986
H -3.94130 0.25203 -4.69714
H -5.45403 1.16739 -4.67524
H -4.70534 -1.00159 -6.70349
H -4.72922 0.72331 -7.04305
C 2.70743 4.62474 -3.81644
C 3.16154 3.19899 -4.03717
O 3.76857 3.03983 -5.33461
C 5.03878 3.40061 -5.42957
O 5.72867 3.83858 -4.55736
C 5.54579 3.13136 -6.85730
F 4.66298 3.54510 -7.77268
F 5.74229 1.81706 -7.02945
F 6.69748 3.75896 -7.07073
H 2.03914 4.93830 -4.61871
H 2.17962 4.70728 -2.86686
H 3.55522 5.30956 -3.80393
H 2.30659 2.52676 -4.02789
H 3.85351 2.87163 -3.26120
```